C17H19ClN7O4ReS2 | wB97M-V/def2-TZVPD

Atoms and positions in Å:
Re1 0.20827 -0.14627 0.04597
Cl1 0.40098 2.95791 0.49567
S1 -0.56569 -0.86064 -2.02346
S2 2.43586 -0.14604 -0.29776
O1 0.99898 4.04798 -0.13698
O2 -0.98288 3.15223 0.78710
O3 0.44374 1.77996 -0.57218
O4 1.11264 2.43543 1.61414
N1 2.44631 -2.94252 0.03110
N2 -2.41775 0.83092 -1.18002
N3 4.37453 -1.97890 -0.27484
N4 -2.28863 0.57052 -3.46300
N5 -1.87903 0.51187 0.04558
N6 0.17371 -2.30146 0.53750
N7 -0.43991 0.03448 2.05117
C1 3.43668 -3.92133 0.10970
C2 1.05727 -3.25430 0.18204
C3 4.62221 -3.31720 -0.09472
C4 -1.85306 0.29238 -2.26173
C5 0.37518 -0.27486 3.06666
C6 -1.07120 -2.71613 0.86658
C7 -2.45831 0.89480 1.13115
C8 5.40349 -0.95205 -0.51492
C9 -0.61000 -4.96939 0.31937
C10 0.04805 0.00066 4.38287
C11 -3.75808 1.60798 1.19282
C12 -2.03544 0.88517 3.60978
C13 -1.17080 0.59282 4.66005
C14 0.68207 -4.57692 0.01632
C15 3.06376 -1.75430 -0.18269
C16 -1.49850 -4.02093 0.79543
C17 -1.64488 0.60304 2.31799
H1 5.20613 -0.44468 -1.45636
H2 -0.90657 -6.00238 0.19337
H3 -1.75765 -1.94354 1.17965
H4 -1.81611 0.19529 -4.27479
H5 1.37997 -5.30919 -0.35670
H6 -2.50915 -4.27734 1.07895
H7 -3.56629 2.68512 1.14324
H8 1.32190 -0.73126 2.81097
H9 0.74666 -0.24586 5.16996
H10 5.61726 -3.72894 -0.11309
H11 5.41150 -0.23643 0.30427
H12 -2.99516 1.34041 3.80522
H13 -4.28099 1.40797 2.12426
H14 -3.09216 1.16139 -3.63845
H15 -1.45455 0.82394 5.67827
H16 -4.42528 1.32115 0.38080
H17 3.23880 -4.95245 0.33112
H18 6.36711 -1.44858 -0.56913
H19 -3.08524 1.59133 -1.24086

Summary:
**Net charge**: +3
**Spin multiplicity**: 2
**Frontier orbital gap (alpha / beta)**: 6.8464 / 6.7895 eV
**⟨S²⟩**: 0.76
**HOMO level (alpha / beta)**: -17.86 / -17.70 eV



C17H19F2MnN2O2P | wB97M-V/def2-TZVPD

Atoms and positions in Å:
Mn1 -0.59297 0.87756 0.32784
P1 1.27638 0.55203 -1.11627
F1 -1.02867 3.12318 -1.39506
F2 0.11239 3.21579 0.53120
O1 -1.89298 0.28437 1.83306
O2 0.21328 0.69018 2.21958
N1 -4.34039 -4.01891 0.83663
N2 -1.97484 -0.26994 -0.95943
C1 0.97509 -0.24159 -2.71783
C2 2.95699 -1.68191 -0.76011
C3 3.97309 -2.38402 -0.12104
C4 -2.90975 0.52030 -1.50062
C5 -1.12587 2.74020 -0.03201
C6 2.61501 -0.39813 -0.34371
C7 3.28110 0.16103 0.74809
C8 -0.95167 0.46790 2.65936
C9 -4.66630 -0.94760 -0.86167
C10 2.09251 2.09700 -1.61523
C11 -4.05660 -3.02950 0.32736
C12 -3.70339 -1.78301 -0.31815
C13 -1.22902 0.44409 4.13045
C14 4.29705 -0.53725 1.38045
C15 -2.37361 -1.39877 -0.38174
C16 4.64829 -1.80884 0.94323
C17 -4.26228 0.22159 -1.47308
H1 5.44354 -2.35299 1.43723
H2 -1.60681 -2.02820 0.05437
H3 3.01925 1.90122 -2.15730
H4 0.40780 0.46343 -3.32631
H5 -1.71060 -0.49734 4.39610
H6 4.80827 -0.09460 2.22543
H7 4.23205 -3.38035 -0.45636
H8 2.99211 1.13650 1.12255
H9 2.29716 2.70018 -0.73287
H10 1.91153 -0.48116 -3.22404
H11 2.43736 -2.14716 -1.58879
H12 1.39499 2.65883 -2.23574
H13 -1.92913 1.24568 4.36621
H14 -2.54344 1.42761 -1.96383
H15 -1.85974 3.44183 0.36670
H16 -5.71226 -1.21844 -0.80149
H17 -0.31383 0.57150 4.70118
H18 -4.97666 0.90299 -1.91231
H19 0.37558 -1.14527 -2.61204

Summary:
**Net charge**: 0
**Spin multiplicity**: 2
**Frontier orbital gap (alpha / beta)**: 7.9009 / 7.4367 eV
**⟨S²⟩**: 0.91
**HOMO level (alpha / beta)**: -8.16 / -7.73 eV



C17H19HgNPS | wB97M-V/def2-TZVPD

Atoms and positions in Å:
Hg1 2.32138 1.50623 -0.00783
S1 -0.53427 -0.42310 -0.55642
P1 3.49144 -1.59215 0.81097
N1 0.33765 0.59481 0.44273
C1 -1.06113 -1.66078 0.61743
C2 4.19004 2.71429 0.01715
C3 3.99755 1.37374 -1.84666
C4 -1.56017 -3.94945 1.14686
C5 -1.15839 -1.29377 1.95083
C6 -2.16679 0.37252 -0.91251
C7 -1.42819 -2.26819 2.90978
C8 -2.15890 1.57779 -1.62647
C9 -1.61250 -3.59815 2.50517
C10 3.07775 2.45748 -2.03703
C11 -4.54547 1.75787 -1.27644
C12 3.27750 3.34276 -0.87226
C13 -1.25026 -2.98670 0.18862
C14 -4.55567 0.54081 -0.59491
C15 -3.35518 -0.15260 -0.40694
C16 4.75333 1.64627 -0.69892
C17 -3.36148 2.27105 -1.81609
H1 4.48159 3.07247 0.98360
H2 2.52676 -1.97387 1.81851
H3 -1.76530 -4.38168 3.25789
H4 -3.36544 3.21549 -2.36165
H5 4.52518 -2.49290 1.24612
H6 2.92681 4.36100 -0.66516
H7 -5.46867 0.12456 -0.17728
H8 -0.97925 -0.26661 2.25856
H9 -1.21837 1.98937 -1.99499
H10 2.34281 2.67141 -2.86831
H11 -0.41017 1.11140 0.93632
H12 -1.46906 -1.99119 3.96406
H13 -1.13390 -3.21539 -0.87023
H14 3.04506 -2.51313 -0.19126
H15 -3.33367 -1.06546 0.18041
H16 4.10553 0.51508 -2.54466
H17 -1.73664 -4.98035 0.82281
H18 -5.48080 2.31387 -1.38525
H19 5.70927 1.27518 -0.34655

Summary:
**Net charge**: -1
**Frontier orbital gap (alpha / beta)**: 3.3791 / 3.3772 eV
**HOMO level (alpha / beta)**: -0.46 / -0.46 eV



C17H19N3OS2W | wB97M-V/def2-TZVPD

Atoms and positions in Å:
W1 2.08445 1.06077 0.37994
S1 -0.31749 1.69227 0.26734
S2 4.49535 1.50404 0.27891
O1 1.51229 -0.59300 -0.38392
N1 2.50708 3.09958 0.12815
N2 -2.49129 0.13975 0.03421
N3 -0.56829 -1.10108 0.42544
C1 4.50946 4.35980 -0.18128
C2 -3.83543 -1.98875 0.43714
C3 1.77474 4.24584 0.06428
C4 -4.82183 1.26187 0.09175
C5 3.82552 3.11504 0.02186
C6 0.33092 -3.94359 0.33106
C7 1.05807 -2.78943 0.15531
C8 3.79086 5.51662 -0.26561
C9 3.10388 -4.06659 -0.10364
C10 2.44522 -2.85671 -0.06144
C11 0.60019 -1.40215 0.08232
C12 -3.30844 1.31811 -0.28066
C13 -3.18739 -1.03874 -0.45047
C14 0.97682 -5.17546 0.18393
C15 2.32512 -5.22237 -0.00719
C16 2.36199 5.41861 -0.19909
C17 -1.16600 0.15910 0.27463
H1 -0.76083 -3.88727 0.46960
H2 0.43697 -6.10559 0.37781
H3 2.73637 -6.18113 -0.24602
H4 -3.82864 -0.70815 -1.25308
H5 2.98677 -1.93704 -0.14698
H6 1.84994 6.30370 -0.24882
H7 -4.98722 2.00100 0.84908
H8 -4.63568 -2.54732 -0.03159
H9 5.54432 4.31174 -0.17466
H10 -3.07912 -2.71339 0.78207
H11 4.25542 6.45380 -0.37640
H12 -3.16794 1.51402 -1.40086
H13 0.74819 4.04510 0.12729
H14 -4.38330 -1.56200 1.28883
H15 -2.44309 -1.58766 -0.97919
H16 -2.82689 2.11126 0.37349
H17 -5.40295 1.61458 -0.75109
H18 -5.24888 0.28528 0.27828
H19 4.20071 -4.12445 -0.16076

Summary:
**Net charge**: +2
**Spin multiplicity**: 3
**Frontier orbital gap (alpha / beta)**: 5.1021 / 5.8768 eV
**⟨S²⟩**: 2.07
**HOMO level (alpha / beta)**: -14.82 / -14.83 eV



Number 1: calculated total energy -72849.13735 eV. Number 2: calculated total energy -71055.40591 eV. Number 3: calculated total energy -43719.27476 eV. Number 4: calculated total energy -47933.31988 eV.